[1]
{"formula": "C55H40NO6PRuS2Se3", "method": "ωB97M-V/def2-TZVPD", "multiplicity": 2, "total_charge": -1, "orbital_gap_ha": [0.2445, 0.2363], "e_tot_ev": -301037.9017, "elements": ["Ru", "Se", "P", "Se", "C", "C", "C", "C", "C", "C", "C", "C", "C", "C", "C", "C", "H", "H", "H", "H", "H", "H", "H", "H", "H", "H", "C", "C", "C", "C", "C", "C", "C", "S", "O", "C", "C", "C", "C", "C", "C", "C", "C", "C", "C", "C", "C", "C", "C", "C", "C", "C", "C", "C", "C", "S", "O", "C", "C", "C", "C", "C", "C", "C", "H", "H", "H", "H", "H", "H", "H", "H", "H", "H", "H", "H", "H", "H", "H", "H", "H", "H", "H", "H", "H", "H", "H", "H", "H", "H", "O", "Se", "O", "O", "O", "N", "C", "C", "C", "C", "C", "C", "C", "C", "C", "H", "H", "H", "H"], "positions_angstrom": [[0.20047, -0.14660, 0.40535], [2.17970, 0.79226, 1.88984], [3.13604, 0.94959, -0.03740], [2.01549, -0.22289, -1.45457], [3.35982, 2.67198, -0.57395], [3.63112, 3.65518, 0.37096], [3.82337, 4.96685, -0.03213], [3.73650, 5.30230, -1.37731], [3.45421, 4.32370, -2.31913], [3.26692, 3.00836, -1.91858], [4.85695, 0.33081, -0.00670], [5.73437, 0.61340, -1.05098], [7.01283, 0.07922, -1.05162], [7.42751, -0.74074, -0.00885], [6.55699, -1.02387, 1.03277], [5.27619, -0.48838, 1.03216], [3.66071, 3.39384, 1.42202], [4.02130, 5.73296, 0.70724], [3.86672, 6.33159, -1.68822], [3.35124, 4.58460, -3.36444], [2.98337, 2.25225, -2.64070], [5.41996, 1.25070, -1.86885], [7.68806, 0.30422, -1.86773], [8.42850, -1.15424, -0.00982], [6.87173, -1.66317, 1.84887], [4.58183, -0.69553, 1.83557], [-2.92781, 6.25087, 5.36456], [-2.61371, 5.06886, 4.48782], [-2.20390, 5.25767, 3.17208], [-1.90467, 4.17909, 2.35065], [-2.03777, 2.89901, 2.86340], [-2.43143, 2.67973, 4.17496], [-2.71617, 3.76771, 4.98129], [-1.69204, 1.52743, 1.76884], [-1.03338, 0.44177, 2.57187], [-3.38552, 0.99242, 1.49489], [-4.07580, 1.81032, 0.56458], [-5.30198, 1.44911, 0.11211], [-5.88446, 0.22409, 0.52680], [-7.12732, -0.20826, 0.00244], [-7.67175, -1.39909, 0.38336], [-6.99094, -2.21620, 1.31085], [-5.79810, -1.81756, 1.84211], [-5.20723, -0.58073, 1.46884], [-3.93637, -0.15492, 1.99940], [-3.44412, -0.97547, 3.16317], [-4.12366, -0.77816, 4.41160], [-5.01897, 0.30453, 4.62018], [-5.62841, 0.49030, 5.82715], [-5.38872, -0.40485, 6.89333], [-4.54284, -1.46018, 6.71861], [-3.88911, -1.67344, 5.47905], [-3.01544, -2.77621, 5.28830], [-2.35382, -2.92997, 4.11148], [-2.53989, -1.99631, 3.06690], [-1.68227, -2.20908, 1.50595], [-1.95744, -3.61424, 1.07113], [0.03145, -2.24586, 2.08930], [0.94977, -2.68577, 1.13977], [2.27501, -2.91444, 1.52391], [2.68351, -2.71939, 2.82767], [4.09397, -2.99842, 3.26800], [1.75377, -2.22838, 3.75338], [0.44966, -1.97670, 3.39609], [-3.65586, 6.91011, 4.88928], [-2.03132, 6.84259, 5.55990], [-3.33486, 5.93286, 6.32399], [-2.10617, 6.26377, 2.78039], [-1.57471, 4.32986, 1.32698], [-2.49799, 1.66778, 4.55734], [-3.02500, 3.60873, 6.00829], [-3.59810, 2.71438, 0.20527], [-5.83199, 2.07339, -0.59686], [-7.63152, 0.42551, -0.71750], [-8.61815, -1.72485, -0.02906], [-7.41249, -3.17137, 1.59636], [-5.28327, -2.46464, 2.53936], [-5.20281, 0.99965, 3.81099], [-6.29823, 1.32876, 5.96923], [-5.87642, -0.24917, 7.84731], [-4.35056, -2.15421, 7.52855], [-2.88376, -3.48691, 6.09569], [-1.68582, -3.76516, 3.94238], [0.61729, -2.97169, 0.14929], [2.98285, -3.25801, 0.77843], [4.65085, -3.53496, 2.49982], [4.10580, -3.59634, 4.18137], [4.62769, -2.07039, 3.48661], [2.06987, -2.03745, 4.77323], [-0.23987, -1.57190, 4.12139], [-1.64844, 4.42267, -1.08426], [-0.59206, 3.23481, -1.33902], [-1.86002, 1.79677, -1.40368], [0.23565, 2.76393, -0.03956], [0.13035, 3.17318, -2.76830], [-2.47204, -6.81358, -3.89056], [-2.27059, -5.77344, -3.44185], [-2.01338, -4.47052, -2.88813], [-0.76860, -3.86994, -3.07568], [-0.52342, -2.61823, -2.54665], [-1.51427, -1.94704, -1.82477], [-2.75405, -2.56147, -1.63991], [-3.00519, -3.81356, -2.16660], [-1.27707, -0.63256, -1.26691], [-1.45294, 0.58798, -1.26004], [-0.00160, -4.38595, -3.63756], [0.44197, -2.15008, -2.68199], [-3.51503, -2.05356, -1.06154], [-3.96206, -4.29167, -2.00682]], "forces_ev_per_angstrom": [[0.5, 1.3, -0.8], [-0.1, -0.2, -0.1], [0.2, 0.1, 0.1], [-0.5, -0.1, 0.2], [-0.1, 0.0, -0.1], [0.0, 0.0, 0.0], [0.0, 0.0, 0.0], [0.0, 0.0, 0.0], [0.0, 0.0, 0.0], [-0.1, 0.0, 0.0], [0.0, 0.0, 0.1], [0.0, 0.0, -0.1], [0.0, 0.0, 0.0], [0.0, 0.0, 0.0], [0.0, 0.0, 0.0], [0.0, 0.0, 0.0], [0.0, 0.0, 0.0], [0.0, 0.0, 0.0], [0.0, 0.0, 0.0], [0.0, 0.0, 0.0], [0.0, 0.0, 0.0], [0.0, 0.0, 0.0], [0.0, 0.0, 0.0], [0.0, 0.0, 0.0], [0.0, 0.0, 0.0], [0.0, 0.0, 0.0], [0.0, 0.0, 0.0], [0.0, 0.0, 0.0], [0.0, 0.0, 0.0], [0.0, 0.0, 0.0], [-0.1, -0.2, 0.2], [0.1, 0.0, 0.0], [0.0, 0.0, 0.0], [-0.5, 0.2, 0.0], [0.2, -0.1, -0.2], [0.0, 0.1, 0.1], [0.0, 0.0, 0.0], [0.0, 0.0, 0.0], [0.0, 0.1, -0.1], [0.0, 0.0, 0.0], [0.0, -0.1, 0.0], [0.0, 0.0, 0.0], [0.0, 0.0, 0.0], [0.1, -0.1, 0.0], [-0.1, -0.1, 0.0], [0.0, 0.2, 0.0], [0.0, 0.1, 0.0], [0.0, 0.0, 0.0], [0.0, 0.0, 0.1], [0.0, 0.1, 0.0], [0.0, 0.0, 0.0], [0.0, 0.0, 0.1], [0.0, 0.0, 0.0], [0.0, 0.0, -0.1], [0.0, 0.0, 0.0], [-0.4, -0.6, 0.0], [0.1, 0.1, 0.2], [-0.1, 0.0, 0.0], [-0.1, -0.3, 0.1], [0.0, 0.0, -0.1], [0.0, 0.1, 0.1], [0.0, 0.0, 0.0], [0.1, 0.0, 0.0], [0.0, 0.0, -0.1], [0.0, 0.0, 0.0], [0.0, 0.0, 0.0], [0.0, 0.0, 0.0], [0.0, 0.0, 0.0], [0.0, 0.0, 0.1], [0.0, 0.0, 0.0], [0.0, 0.0, 0.0], [0.0, 0.0, 0.0], [0.0, 0.0, 0.0], [0.0, 0.0, 0.0], [0.0, 0.0, 0.0], [0.0, 0.0, 0.0], [0.0, 0.0, 0.0], [0.0, 0.0, 0.0], [0.0, 0.0, 0.0], [0.0, 0.0, 0.0], [0.0, 0.0, 0.0], [0.0, 0.0, 0.0], [0.0, 0.0, 0.0], [0.0, 0.0, 0.0], [0.0, 0.0, 0.0], [0.0, 0.0, 0.0], [0.0, 0.0, 0.0], [0.0, 0.0, 0.0], [0.0, 0.0, 0.0], [0.0, 0.0, 0.0], [0.1, -0.2, 0.0], [-0.2, -0.3, 0.0], [0.0, 0.2, -0.2], [0.3, 0.3, -0.3], [-0.1, 0.0, 0.2], [0.0, 0.0, 0.0], [0.0, 0.1, 0.0], [0.0, -0.1, -0.1], [0.0, 0.0, 0.0], [0.0, 0.0, 0.1], [-0.1, 0.1, 0.0], [0.0, 0.0, -0.1], [0.0, 0.0, 0.0], [0.2, -0.6, 0.2], [0.6, 0.0, 0.7], [0.0, 0.0, 0.0], [0.0, 0.0, 0.0], [0.0, 0.0, 0.0], [0.0, 0.0, 0.0]]}

***

[2]
{"formula": "C23H48ClNO14S2", "method": "ωB97M-V/def2-TZVPD", "orbital_gap_ha": 0.2757, "e_tot_ev": -88942.7149, "elements": ["C", "C", "C", "N", "C", "C", "C", "C", "C", "C", "H", "H", "H", "H", "H", "H", "H", "H", "H", "H", "H", "H", "H", "H", "H", "H", "H", "H", "H", "H", "Cl", "O", "O", "O", "O", "C", "C", "C", "S", "O", "O", "C", "H", "H", "H", "H", "H", "H", "H", "H", "C", "C", "C", "S", "O", "O", "C", "H", "H", "H", "H", "H", "H", "H", "H", "C", "O", "C", "O", "O", "C", "H", "H", "H", "H", "H", "H", "C", "O", "C", "O", "O", "C", "H", "H", "H", "H", "H", "H"], "positions_angstrom": [[-2.69732, 1.01845, 0.65220], [-1.69097, 0.99818, 1.84566], [-1.43722, -0.29650, 2.60762], [-0.02606, -0.15443, 3.43239], [0.23466, 1.20573, 4.20281], [1.50975, 1.07367, 5.07164], [1.47151, -0.03573, 6.01055], [1.24774, -1.40913, 5.34463], [0.08385, -1.38305, 4.33858], [1.17480, -0.15944, 2.44427], [-2.51683, 0.16903, -0.00659], [-2.80253, 1.92638, 0.05831], [-3.69695, 0.89201, 1.06795], [-1.85975, 1.81873, 2.54303], [-0.76666, 1.39141, 1.42245], [-1.32806, -1.25088, 2.09252], [-2.20498, -0.56594, 3.33292], [-0.67751, 1.43533, 4.75357], [0.24665, 2.05226, 3.51627], [1.70946, 2.00276, 5.60551], [2.39839, 1.04007, 4.44133], [0.65177, 0.15860, 6.70218], [2.34443, 0.08478, 6.65210], [1.20945, -2.19333, 6.10071], [2.11197, -1.75443, 4.77719], [-0.83779, -1.44527, 4.91721], [0.01682, -2.27772, 3.71957], [1.68086, 0.75030, 2.12118], [0.75506, -0.72919, 1.61524], [2.00476, -0.69301, 2.90748], [0.65740, -0.30966, -0.90501], [1.83871, 0.42731, -0.93921], [-0.13104, 0.12225, 0.20224], [0.00205, 0.02253, -2.13503], [0.90117, -1.72583, -0.90577], [-1.87445, -0.17175, -4.14379], [-1.24105, -0.06585, -5.54679], [0.06835, -0.90936, -5.54369], [-0.34157, -2.40732, -4.52647], [0.85641, -2.87139, -3.85841], [-1.24445, -3.34863, -5.21552], [-1.31764, -1.39993, -3.36557], [-2.95926, -0.19097, -4.24829], [-1.60133, 0.66998, -3.50739], [-1.51023, 0.89238, -5.99113], [-1.86218, -0.60818, -6.25965], [0.73162, -0.26578, -4.96578], [0.51027, -1.09156, -6.52329], [-0.72377, -1.08467, -2.50764], [-1.99364, -2.13597, -2.93041], [0.66129, -3.30067, -2.13959], [-0.04608, -3.66491, -0.83601], [-1.21010, -4.48547, -1.25162], [-0.51928, -5.71583, -2.49610], [-1.29114, -5.72751, -3.73074], [-0.20497, -6.92486, -1.89721], [0.94545, -4.64978, -2.77490], [1.54673, -2.69563, -1.94460], [0.03215, -2.66763, -2.76532], [-0.23825, -2.84033, -0.14955], [0.63997, -4.31933, -0.29826], [-1.86139, -3.88859, -1.89011], [-1.79830, -4.97971, -0.47842], [1.24386, -4.56318, -3.81968], [1.78517, -5.15949, -2.30251], [2.15750, 4.68174, 3.42237], [1.87377, 4.63503, 1.98812], [1.96549, 3.44910, 1.42417], [2.39912, 2.37992, 1.93037], [1.65918, 3.46818, 0.09320], [1.33324, 2.30685, -0.59006], [1.17098, 4.71675, 3.88460], [2.55204, 5.65794, 3.70426], [2.94725, 4.02174, 3.78124], [0.92240, 2.51135, -1.57874], [0.72024, 1.55607, -0.09140], [2.21668, 1.75301, -0.90769], [-1.79974, 3.04019, 0.20044], [-1.59433, 4.14397, -0.59029], [-0.87693, 4.11578, -1.78677], [-0.54508, 5.11516, -2.43250], [-0.52708, 2.88183, -2.12801], [0.45701, 2.53606, -3.13055], [-0.91157, 2.53381, 0.57839], [-2.51164, 2.35365, -0.25777], [-2.31793, 3.30192, 1.12297], [0.80075, 1.50261, -3.08654], [1.34418, 3.15881, -3.24552], [-0.19538, 2.54428, -4.00373]], "forces_ev_per_angstrom": [[-2.8, -6.2, 3.4], [0.4, 1.0, -0.4], [1.3, 0.4, 1.2], [1.0, 1.3, -0.4], [-0.9, -0.8, 0.3], [-0.2, 1.8, -2.0], [-0.5, -1.2, 1.3], [1.2, 0.4, -0.7], [-1.0, 0.2, 1.0], [-0.3, -2.4, 0.1], [0.1, 0.0, 0.0], [-7.6, -12.7, 8.6], [-0.3, -0.5, 0.2], [-0.9, -0.3, 0.5], [0.1, -1.2, 0.9], [0.4, 0.5, -0.8], [0.0, 0.6, 0.4], [0.0, -0.5, 0.7], [0.6, -0.6, -0.5], [-0.6, 0.2, 0.1], [-0.1, -0.3, -0.4], [-0.4, -0.2, 0.1], [0.3, -0.8, -0.1], [-0.9, 0.0, -0.1], [0.5, 0.5, 0.0], [-0.3, 0.5, 0.0], [0.5, 0.2, -0.3], [-1.3, 0.4, 0.2], [1.0, 0.0, 0.5], [-0.3, -0.4, 0.2], [0.8, -2.4, -1.9], [3.0, -7.1, -0.8], [-1.2, -1.3, -0.7], [0.7, 2.5, 1.7], [0.6, 6.6, 3.6], [0.2, -0.8, 0.4], [-1.6, -2.2, -0.6], [-0.5, 1.9, 0.2], [-1.5, 1.6, -3.4], [2.4, 4.7, -13.0], [1.7, 1.6, 0.7], [-1.7, -2.2, -1.2], [0.0, -0.1, 0.2], [-0.1, 0.2, -0.2], [1.8, 0.7, 0.3], [-0.5, -0.7, 0.3], [0.7, -0.8, 0.3], [-0.2, -0.4, 0.2], [-1.0, -1.2, -1.6], [-0.8, 0.3, -0.5], [-1.2, -3.4, 4.7], [0.5, -2.0, 1.3], [-0.9, -1.0, -1.1], [-0.7, 5.2, -2.4], [0.1, -0.1, 1.1], [1.0, -3.8, 2.2], [0.4, -2.6, 0.7], [0.2, -2.2, -1.2], [-1.0, -1.1, 5.7], [-1.0, -0.9, -0.2], [0.2, -0.3, 0.6], [-0.3, 0.0, 0.1], [0.1, -0.2, -0.1], [-0.5, -1.3, 0.5], [-0.1, -0.1, 0.6], [-0.2, 1.2, -0.2], [0.5, -0.1, 0.6], [1.4, -3.8, -2.3], [-1.1, 3.2, -0.1], [-0.8, 3.8, 3.2], [2.2, 1.2, -0.4], [0.2, -0.9, 0.4], [0.0, 0.3, -0.9], [-0.7, -0.7, -0.3], [1.4, 0.2, 3.1], [0.3, 2.9, 1.0], [0.9, 3.8, 1.3], [1.4, 3.8, -1.2], [1.7, 2.7, -2.3], [1.2, 2.0, -0.7], [-1.3, -2.2, 2.1], [-2.0, -0.6, 0.2], [-1.4, 0.5, -3.2], [-0.1, 0.5, -1.5], [8.7, 12.8, -9.1], [-0.3, 0.8, -0.2], [-0.4, 0.4, 0.8], [-0.6, 0.6, 0.2], [0.7, 0.3, -0.7]]}

***

[3]
{"formula": "C4H8O2", "method": "ωB97M-V/def2-TZVPD", "orbital_gap_ha": 0.3827, "e_tot_ev": -8371.0169, "elements": ["C", "O", "C", "C", "C", "O", "H", "H", "H", "H", "H", "H", "H", "H"], "positions_angstrom": [[-0.42795, 1.15671, -1.80997], [-0.10114, 0.56623, -0.57808], [-0.84566, -0.21797, 0.36646], [0.25585, -0.30801, 1.41036], [1.34489, -1.23509, 0.93572], [2.01410, -1.92088, 1.66578], [0.50428, 1.60573, -2.19219], [-1.14302, 1.98031, -1.70312], [-0.75542, 0.43915, -2.56948], [-1.16774, -1.20248, -0.01510], [-1.72424, 0.22766, 0.86839], [-0.04857, -0.54544, 2.43062], [0.61144, 0.72687, 1.35858], [1.48320, -1.27280, -0.16795]], "forces_ev_per_angstrom": [[-0.3, 0.0, -0.3], [0.1, 0.1, 0.0], [0.1, 0.0, 0.0], [0.0, -0.1, 0.2], [0.1, -0.1, 0.2], [0.0, 0.1, -0.1], [-0.3, -0.2, 0.3], [-0.2, -0.2, 0.0], [-0.2, 0.0, 0.1], [0.2, 0.3, -0.2], [0.2, 0.4, -0.8], [-0.1, -0.1, -0.1], [0.4, -0.2, 0.5], [0.0, 0.0, 0.2]]}

***

[4]
{"formula": "C3H7NO3", "method": "ωB97M-V/def2-TZVPD", "orbital_gap_ha": 0.3819, "e_tot_ev": -10856.7979, "elements": ["N", "C", "C", "O", "C", "O", "O", "H", "H", "H", "H", "H", "H", "H"], "positions_angstrom": [[0.35697, -1.57075, -0.63171], [0.11694, -0.54648, 0.37875], [1.24494, 0.56196, 0.21406], [2.52625, 0.02587, 0.00659], [-1.21686, 0.24459, 0.17422], [-1.99694, 0.39928, 1.09002], [-1.32627, 0.90499, -0.97107], [-0.15329, -2.38866, -0.36007], [-0.00911, -1.23325, -1.51710], [-0.01580, -0.88113, 1.40340], [1.35699, 1.13347, 1.15817], [0.87231, 1.23972, -0.54931], [2.43827, -0.91713, 0.05473], [-2.08925, 1.46388, -0.97754]], "forces_ev_per_angstrom": [[-0.1, 0.2, 0.6], [-0.5, 2.2, -1.2], [-0.5, -0.3, 1.9], [0.0, 0.7, -0.5], [0.3, 0.2, 2.2], [0.1, -0.3, -0.7], [1.1, -0.8, -1.1], [-0.2, -0.5, -0.2], [0.2, -0.2, 0.0], [0.6, -0.6, -0.1], [-0.7, 0.0, -0.4], [0.7, 0.0, -0.5], [0.0, -0.9, -0.3], [-1.1, 0.5, 0.3]]}